1.
The following is a DFT calculation (wB97M-V/def2-TZVPD) of a gas-phase ion, C3H6N5O2 (charge +1) at a distorted geometry.

E_LUMO ... -0.2085 Eh
Energy relative to the best compared isomer or geometry (same formula, charge and spin) ... 114.3 kcal/mol
HOMO-LUMO gap ... 8.2 eV
SMILES ... Nn1cc[n+](N)c1[N+](=O)[O-]
Charge ... +1

Positions of all 16 atoms, in Å:
N -0.819 -2.334 -0.012
N -0.255 -1.104 -0.072
C 1.055 -0.736 -0.004
C 1.088 0.691 -0.055
N -0.206 1.167 0.002
N -0.585 2.457 0.150
C -1.037 0.034 0.010
N -2.380 0.001 0.028
O -2.957 -1.089 0.105
O -2.908 1.104 -0.038
H -0.091 -2.899 0.394
H -1.882 -2.383 0.150
H 1.883 -1.482 0.061
H 1.997 1.348 -0.020
H 0.213 3.074 0.297
H -1.296 2.675 -0.547

Mulliken atomic charge list, values in e, 6 entries: -0.87 0.53 -0.12 -0.19 0.52 -0.86

2.
The following is a DFT calculation (wB97M-V/def2-TZVPD) of 4 unconnected molecules or ions with the total composition C16H32N5O4 at a distorted geometry.

E_LUMO ... -0.1832 Eh
HOMO-LUMO gap ... 6.6 eV
Charge ... +1

Positions of all 57 atoms, in Å:
C 4.135 -1.973 0.873
C 2.649 -1.449 1.131
C 2.552 0.082 1.325
O 1.315 0.504 2.050
C 0.246 -0.292 1.652
C -0.209 -0.076 0.272
C -1.318 -0.989 -0.081
C -1.691 -1.870 1.004
N -1.189 -1.917 2.241
N -0.195 -1.116 2.590
H 4.012 -2.900 0.252
H 4.777 -1.229 0.354
H 4.530 -2.320 1.854
H 2.085 -1.722 0.196
H 2.279 -2.029 2.018
H 3.390 0.522 1.921
H 2.507 0.628 0.343
H 0.209 0.668 -0.454
H -1.788 -0.983 -1.083
H -2.504 -2.604 0.783
H -1.563 -2.574 2.931
C 1.747 2.420 -3.881
C 1.526 2.494 -2.394
O 1.983 1.645 -1.625
N 0.805 3.530 -1.911
C 0.190 4.623 -2.649
H 2.341 1.538 -4.110
H 0.792 2.339 -4.401
H 2.290 3.301 -4.226
H 0.701 3.514 -0.907
H 0.606 5.562 -2.281
H -0.883 4.612 -2.454
H 0.364 4.543 -3.717
C 0.950 -5.073 1.786
C 2.158 -5.886 1.392
O 2.630 -5.831 0.267
N 2.718 -6.692 2.330
C 2.309 -6.893 3.707
H 0.622 -4.481 0.933
H 0.133 -5.731 2.087
H 1.202 -4.387 2.599
H 3.520 -7.202 1.991
H 3.140 -6.620 4.360
H 2.080 -7.950 3.851
H 1.438 -6.297 3.965
C -5.017 4.197 -2.856
C -4.174 5.138 -2.035
O -3.222 5.741 -2.511
N -4.500 5.308 -0.726
C -5.581 4.692 0.020
H -4.632 4.170 -3.874
H -4.971 3.188 -2.442
H -6.051 4.543 -2.887
H -3.893 5.952 -0.242
H -6.225 5.480 0.413
H -5.154 4.136 0.856
H -6.170 4.020 -0.597

Mulliken atomic charge list, values in e, 6 entries: -1.11 0.09 -0.51 -0.43 0.42 0.18

3.
The following is a DFT calculation (wB97M-V/def2-TZVPD) of a molecular structure, C3H4HoLiO4 at a distorted geometry.

E_LUMO (alpha / beta) ... -0.1299 / -0.1522 Eh
Energy relative to the best compared isomer or geometry (same formula, charge and spin) ... 0.0 kcal/mol
2S+1 ... 6
Expectation value of S² ... 8.754
HOMO-LUMO gap (alpha / beta) ... 6.9 / 9.4 eV
Charge ... +1

Positions of all 13 atoms, in Å:
H 1.497 0.422 -1.251
O 1.112 1.595 0.487
C 0.719 1.167 -0.744
C -0.578 0.368 -0.766
O -0.398 -0.969 -0.277
C -0.411 -1.323 1.046
O -0.572 -0.443 1.915
O -0.194 -2.541 1.183
Li 0.156 -2.878 -0.696
Ho 0.427 1.502 2.531
H 0.541 2.024 -1.429
H -0.909 0.230 -1.803
H -1.390 0.844 -0.196

Mulliken atomic charge list, values in e, 6 entries: 0.18 -0.72 -0.24 -0.51 -0.50 1.12